# 1
Density functional theory data (the ωB97M-V functional and the def2-TZVPD basis) for 5 unconnected molecules or ions with the total composition C30H73N3.

```
! RIJCOSX wB97M-V def2-TZVPD def2/J DEFGRID3
* xyz 0 1
C -0.852 1.598 -0.489
C -1.872 2.862 -0.402
N -1.126 4.127 -0.046
C -1.828 5.390 -0.409
C -3.161 5.572 0.337
C -0.578 4.153 1.273
C 0.468 5.240 1.350
H -1.171 0.846 -1.068
H -0.363 1.208 0.364
H -0.046 1.920 -1.289
H -2.591 2.726 0.434
H -2.309 2.937 -1.453
H -2.087 5.399 -1.406
H -1.138 6.360 -0.371
H -3.041 5.500 1.384
H -3.945 4.745 0.024
H -3.707 6.450 0.183
H -0.216 3.263 1.641
H -1.365 4.528 2.101
H 1.244 5.179 2.304
H -0.114 6.173 1.424
H 1.144 5.265 0.391
C 3.171 -3.105 1.280
C 1.816 -2.595 1.827
N 0.585 -3.368 1.328
C 0.466 -4.848 1.621
C -0.153 -5.061 2.953
C 0.341 -3.005 -0.108
C -1.134 -3.188 -0.415
H 3.179 -3.068 0.097
H 3.623 -4.135 1.541
H 4.131 -2.425 1.481
H 1.693 -1.620 1.691
H 1.929 -2.725 2.861
H 1.535 -5.231 1.537
H 0.059 -5.681 0.784
H -0.297 -6.204 3.340
H -1.146 -4.858 2.973
H 0.487 -4.718 3.838
H 0.951 -3.718 -0.548
H 0.555 -1.963 -0.481
H -1.713 -2.299 0.071
H -1.548 -4.126 -0.082
H -1.401 -3.356 -1.424
C -4.279 1.003 2.381
C -2.976 0.174 2.716
N -2.431 0.639 4.079
C -1.639 -0.457 4.871
C -0.581 -1.253 3.977
C -1.667 1.880 3.978
C -1.437 2.409 5.266
H -4.982 1.128 3.128
H -4.639 0.278 1.668
H -4.184 1.948 1.881
H -2.346 0.225 1.898
H -3.103 -0.905 2.990
H -2.389 -1.375 5.123
H -1.169 -0.414 5.798
H 0.183 -0.554 3.722
H -1.175 -1.466 3.052
H -0.021 -2.002 4.693
H -2.303 2.575 3.716
H -0.798 1.709 3.212
H -2.261 2.567 5.877
H -1.188 3.435 5.342
H -0.746 1.651 5.653
C 2.892 1.807 -2.590
C 3.027 0.582 -1.811
C 3.706 0.597 -0.482
C 2.793 1.011 0.661
C 3.565 1.046 1.947
C 2.599 1.438 3.071
H 2.380 1.674 -3.460
H 3.597 2.453 -2.797
H 2.092 2.467 -2.178
H 3.449 -0.101 -2.424
H 1.879 0.201 -1.714
H 4.621 1.343 -0.710
H 4.127 -0.329 -0.354
H 1.971 0.388 0.717
H 2.285 1.913 0.419
H 4.475 1.783 1.823
H 4.049 0.108 2.316
H 3.061 1.380 3.909
H 1.707 0.700 3.078
H 2.253 2.445 3.047
C 0.264 -0.509 -3.986
C 0.207 -2.057 -3.883
C 0.531 -2.720 -5.310
C -0.472 -2.561 -6.366
C -0.106 -3.249 -7.601
C -1.023 -2.951 -8.692
H 1.205 -0.083 -4.365
H 0.173 0.064 -3.055
H -0.788 -0.277 -4.447
H -0.951 -2.484 -3.629
H 0.701 -2.475 -2.969
H 0.838 -3.930 -5.226
H 1.591 -2.315 -5.608
H -0.638 -1.423 -6.640
H -1.539 -3.003 -6.010
H -0.086 -4.337 -7.375
H 0.936 -3.063 -7.874
H -0.871 -1.923 -8.811
H -1.983 -3.349 -8.460
H -0.881 -3.587 -9.580
*
```

As for the HOMO energy: -8.12 eV. As for the SMILES: CCN(CC)CC.CCN(CC)CC.CCN(CC)CC.CCCCCC.CCCCCC. The LUMO energy is 0.8 eV. For the energy above the lowest of the compared OMol25 structures with the same formula, charge and spin, the calculation gives 231.5 kJ/mol.

---

# 2
Density functional theory data (the ωB97M-V functional and the def2-TZVPD basis) for a molecular structure, C30H74BeF3N2O12S10.

```
! RIJCOSX wB97M-V def2-TZVPD def2/J DEFGRID3
* xyz 1 1
Be -10.653 -21.922 -1.663
C -12.543 -19.087 -0.713
O -11.791 -19.048 -1.933
O -12.111 -20.319 -0.210
C -12.526 -17.688 0.082
F -11.310 -17.322 0.352
F -12.994 -16.663 -0.584
F -13.314 -17.687 1.177
C -12.530 -18.580 -3.095
C -11.543 -18.474 -4.225
H -11.972 -18.629 -5.215
H -11.029 -17.517 -4.141
H -10.757 -19.205 -4.034
H -12.930 -17.578 -2.946
H -13.293 -19.304 -3.382
H -13.571 -19.188 -1.060
C -14.947 -13.724 0.698
S -16.288 -14.745 -0.065
O -17.551 -13.896 0.106
C -15.578 -14.569 -1.817
H -14.944 -12.670 0.422
H -13.935 -14.115 0.597
H -15.129 -13.804 1.770
H -14.615 -15.077 -1.869
H -15.468 -13.496 -1.974
H -16.238 -15.140 -2.470
C -17.120 -19.076 -4.741
S -16.568 -18.558 -3.018
O -15.552 -17.462 -3.294
C -18.150 -17.705 -2.521
H -17.317 -18.227 -5.396
H -17.880 -19.856 -4.762
H -16.224 -19.535 -5.160
H -18.967 -18.426 -2.502
H -18.510 -16.884 -3.142
H -17.932 -17.344 -1.516
C -9.879 -21.223 2.789
S -8.586 -21.167 1.453
O -9.223 -21.925 0.243
C -8.725 -19.364 1.096
H -10.834 -20.750 2.559
H -9.409 -20.746 3.649
H -10.192 -22.255 2.954
H -8.375 -18.680 1.869
H -9.675 -19.052 0.661
H -7.965 -19.192 0.334
C -10.549 -12.453 -0.810
S -10.841 -13.724 -2.156
O -10.207 -13.156 -3.443
C -9.724 -15.088 -1.487
H -11.271 -12.698 -0.031
H -10.701 -11.448 -1.203
H -9.525 -12.511 -0.441
H -9.958 -16.057 -1.930
H -9.562 -15.224 -0.418
H -8.703 -14.907 -1.821
C -10.104 -15.805 -7.054
S -8.871 -16.968 -6.373
O -7.692 -17.043 -7.349
C -8.277 -15.705 -5.147
H -9.554 -15.070 -7.642
H -10.693 -15.268 -6.311
H -10.778 -16.374 -7.694
H -9.114 -15.508 -4.477
H -8.080 -14.799 -5.721
H -7.505 -15.961 -4.423
C -7.826 -20.130 -4.750
S -7.577 -20.115 -2.965
O -8.856 -20.534 -2.180
C -6.427 -21.537 -2.842
H -6.865 -19.961 -5.237
H -8.573 -19.437 -5.137
H -8.151 -21.117 -5.080
H -6.810 -22.539 -3.040
H -6.077 -21.693 -1.822
H -5.546 -21.414 -3.473
C -14.016 -21.097 2.520
S -14.861 -21.001 4.122
O -16.047 -21.902 3.972
C -13.748 -22.001 5.134
H -13.985 -22.050 1.993
H -12.992 -20.771 2.700
H -14.468 -20.293 1.938
H -12.751 -21.560 5.132
H -13.714 -23.064 4.896
H -14.190 -21.948 6.128
C -11.178 -21.684 -6.510
S -12.109 -22.537 -5.188
O -11.632 -21.868 -3.884
C -13.738 -21.745 -5.464
H -11.444 -20.659 -6.252
H -11.613 -21.898 -7.486
H -10.142 -22.021 -6.533
H -13.648 -20.660 -5.414
H -14.546 -22.133 -4.843
H -13.903 -22.017 -6.507
C -15.304 -17.355 4.092
S -16.748 -16.265 3.544
O -18.026 -16.918 4.043
C -16.779 -14.718 4.529
H -15.599 -18.336 4.464
H -14.572 -16.840 4.713
H -14.874 -17.618 3.125
H -16.624 -14.863 5.598
H -17.730 -14.191 4.460
H -15.943 -14.109 4.185
C -15.090 -21.685 -1.954
S -14.135 -23.238 -2.405
O -12.769 -23.042 -1.769
C -15.144 -24.415 -1.279
H -14.840 -20.931 -2.700
H -14.963 -21.320 -0.934
H -16.149 -21.936 -2.000
H -16.145 -24.565 -1.684
H -15.386 -24.091 -0.267
H -14.755 -25.427 -1.170
C -11.274 -14.696 2.201
C -10.308 -13.840 2.791
N -9.489 -13.240 3.349
H -11.519 -14.580 1.146
H -12.187 -14.851 2.776
H -10.860 -15.702 2.258
N -14.528 -15.595 -4.901
C -14.851 -14.738 -5.926
C -13.868 -13.747 -5.896
C -12.984 -13.978 -4.862
C -13.418 -15.156 -4.270
H -15.036 -16.420 -4.616
H -15.679 -14.873 -6.606
H -13.625 -12.888 -6.504
H -12.094 -13.424 -4.599
H -13.009 -15.708 -3.436
*
```

As for the HOMO energy: -9.51 eV. The LUMO energy is -4.4 eV.

---

no.,strongest force on any atom (eV/Å)
1,6.59
2,3.45